Entry 1:
Below is a 2-piece molecular cluster, C5H8O overall at a distorted geometry, with properties calculated with wB97M-V/def2-TZVPD.

```
14
Properties=species:S:1:pos:R:3:forces:R:3:lowdin_charge:R:1
C 0.092546 0.732188 0.227542 0.3 0.4 0.2 -0.2073
C -1.312182 0.588321 0.742806 -0.1 0.0 0.0 -0.1450
C -0.161354 0.574072 1.692169 0.1 0.2 0.4 -0.1462
H 0.763546 -0.060292 -0.067291 -0.5 0.3 0.1 0.0358
H 0.353628 1.669751 -0.246616 0.1 0.2 0.4 0.1121
H -1.889421 -0.317963 0.584902 0.2 0.1 0.0 0.0886
H -1.892600 1.505745 0.697761 0.1 -0.1 0.0 0.1018
H 0.067911 1.402612 2.341483 -0.3 0.0 0.3 0.0927
H 0.109412 -0.414252 2.062528 0.0 0.3 0.1 0.1074
C 1.224721 -0.923451 -1.843391 -0.1 -0.2 -0.4 0.0041
C 0.127620 -1.291576 -1.205606 -0.4 -1.1 -0.2 -0.3202
O -0.777504 -1.833164 -0.700494 0.7 0.3 -0.6 0.1460
H 1.628986 0.080570 -1.857239 -0.2 -0.4 0.1 0.0666
H 1.664690 -1.712561 -2.428552 0.1 0.0 -0.3 0.0635
```
Positions in Å, forces in eV/Å.

Kohn-Sham gap: 10.21 eV
Relative energy (zero: lowest compared OMol25 entry of this formula, charge and spin): 69.5 kcal per mole
HOMO: -9.1756 eV
SMILES: C1CC1.C=C=O
2S+1: 1
DFT total energy: -7359.240 eV

Entry 2:
Below is an isolated ion of composition CH3IO2P and charge -1 at a distorted geometry, with properties calculated with wB97M-V/def2-TZVPD.

```
8
Properties=species:S:1:pos:R:3:forces:R:3:lowdin_charge:R:1
C -0.072056 0.114733 -0.254713 -1.6 -0.5 2.1 -0.3465
P -0.548649 0.099435 -2.005585 6.7 3.2 -3.3 0.2395
O -1.532258 -0.893728 -2.345076 -1.5 -2.0 -0.5 -0.4760
O 1.058490 0.396045 -3.120861 -5.7 -0.9 4.1 -0.6816
I -1.972815 2.232400 -1.784427 0.1 0.3 -0.4 0.1804
H 0.885723 0.566899 -0.117887 1.0 -0.2 -0.2 0.0030
H -0.751920 0.840149 0.387208 0.9 -2.0 -1.4 0.0151
H -0.125844 -0.990595 0.117639 0.2 2.1 -0.5 0.0662
```
Positions in Å, forces in eV/Å.

Kohn-Sham gap (alpha / beta): 7.70 / 7.70 eV
Relative energy (zero: lowest compared OMol25 entry of this formula, charge and spin): 72.4 kcal per mole
HOMO (alpha / beta): -4.5527 / -4.5532 eV
SMILES: C[P@](=O)([O-])I
2S+1: 1
DFT total energy: -22571.353 eV
Total charge: -1

Entry 3:
Below is C55H43F3IrN5O3S5 as an isolated structure at a distorted geometry, with properties calculated with wB97M-V/def2-TZVPD.

```
115
Properties=species:S:1:pos:R:3:forces:R:3:lowdin_charge:R:1
Ir -0.101200 0.031500 -0.098000 0.9 0.1 -1.3 1.4326
N -0.337700 0.955800 1.663000 -0.5 -0.3 0.8 -0.4052
S -0.204600 0.600800 3.097600 0.6 1.0 0.3 0.8045
N 1.037800 1.300900 3.871900 -0.2 0.0 0.2 -0.3905
S 2.365800 1.573900 3.017500 0.6 -0.5 0.2 0.7481
N 3.033700 0.418400 2.372800 0.0 0.3 0.7 -0.4011
S 3.183700 0.427200 0.181400 0.3 -0.1 -2.3 0.9945
N 1.745000 0.674500 -0.243300 -0.3 -0.1 0.4 -0.4160
C 3.604100 -1.322800 -0.121000 0.0 0.2 0.4 -0.3017
C 4.739400 -1.724600 -0.803600 0.1 0.1 -0.1 -0.0604
C 4.951200 -3.075400 -1.031700 0.0 0.0 0.0 -0.0678
C 4.050700 -4.015400 -0.558800 0.0 0.0 0.0 -0.0740
C 2.939100 -3.604000 0.158300 0.1 0.0 0.0 -0.0839
C 2.709000 -2.255300 0.372900 -0.1 0.0 0.1 -0.0975
C 4.096200 1.242300 -1.221400 -0.2 -0.1 0.5 -0.3391
C 5.424500 1.572900 -1.002900 0.0 -0.1 0.1 -0.1170
C 6.092400 2.347400 -1.938600 0.1 0.0 0.1 -0.0791
C 5.420200 2.809300 -3.058600 0.0 0.0 0.0 -0.0741
C 4.087600 2.487700 -3.253000 0.0 0.0 0.0 -0.0727
C 3.413600 1.706500 -2.327600 0.0 -0.1 0.1 -0.0650
C 3.479400 2.390000 4.206700 -0.4 -0.1 -0.2 -0.2795
C 4.826400 2.091600 4.087300 -0.1 -0.2 -0.2 -0.0724
C 5.752100 2.773500 4.858700 -0.1 0.0 0.1 -0.0730
C 5.320800 3.743700 5.747700 0.1 0.0 0.0 -0.0819
C 3.970200 4.027900 5.870900 -0.1 0.0 0.0 -0.0728
C 3.039100 3.351000 5.097300 0.0 0.1 0.1 -0.0640
C 1.965200 3.005100 1.973600 -0.2 -0.2 0.4 -0.3096
C 2.842300 3.405600 0.986700 0.1 0.0 0.1 -0.0907
C 2.489600 4.443200 0.140100 0.1 0.0 0.1 -0.0532
C 1.277600 5.092700 0.316400 0.0 0.0 -0.1 -0.0723
C 0.428200 4.719100 1.345300 0.0 0.1 0.1 -0.0620
C 0.771400 3.668800 2.179200 -0.1 0.1 0.0 -0.0858
C -0.093700 -1.123800 3.646600 -0.1 0.4 0.3 -0.3007
C 1.146000 -1.730200 3.571800 0.1 0.0 0.0 -0.0866
C 1.263400 -3.067200 3.908800 0.0 0.1 -0.1 -0.0650
C 0.141100 -3.779900 4.296600 0.0 -0.1 0.0 -0.0760
C -1.085900 -3.148500 4.401800 -0.1 0.0 0.1 -0.0632
C -1.210200 -1.802400 4.098000 0.0 0.1 0.1 -0.0858
C -1.593200 1.256400 4.045900 0.4 -0.2 -0.1 -0.3051
C -1.365700 1.759300 5.313200 0.1 0.0 0.2 -0.0672
C -2.434800 2.248200 6.045000 0.0 0.0 0.0 -0.0682
C -3.711900 2.220900 5.504600 0.0 -0.1 0.0 -0.0731
C -3.925200 1.715400 4.230100 0.1 0.0 0.0 -0.0558
C -2.857600 1.238500 3.485300 0.1 -0.1 -0.2 -0.0642
H 5.444100 -1.000700 -1.179700 0.1 0.1 -0.1 0.0980
H 5.824100 -3.394100 -1.582000 0.1 0.0 -0.1 0.1071
H 4.215300 -5.066700 -0.747600 0.0 -0.1 0.0 0.1057
H 2.245800 -4.333100 0.550900 -0.1 -0.1 0.0 0.1091
H 1.829900 -1.926600 0.905300 -0.1 0.0 0.1 0.0688
H 5.921000 1.231800 -0.104600 0.1 0.0 0.1 0.1137
H 7.130200 2.602500 -1.781500 0.1 0.0 0.0 0.1037
H 5.932000 3.432700 -3.776500 0.1 0.0 -0.1 0.1047
H 3.553100 2.853800 -4.115800 -0.1 0.0 -0.1 0.0522
H 2.369600 1.468200 -2.443000 -0.2 0.0 -0.1 0.0639
H 5.120700 1.323400 3.387900 0.0 -0.1 -0.1 0.0953
H 6.805700 2.554900 4.771600 0.1 -0.1 0.0 0.1046
H 6.040800 4.275700 6.351700 0.0 0.1 0.0 0.1036
H 3.648900 4.783900 6.571000 -0.1 0.1 0.1 0.1045
H 1.985300 3.564400 5.183700 -0.1 0.1 0.0 0.1066
H 3.792800 2.905400 0.890300 0.1 0.0 -0.1 0.0899
H 3.163100 4.745900 -0.647500 0.1 0.0 -0.1 0.1114
H 0.995000 5.897100 -0.346800 0.0 0.1 -0.1 0.1070
H -0.500700 5.247200 1.506400 -0.1 0.0 0.0 0.1085
H 0.119600 3.360500 2.980200 -0.1 0.0 0.0 0.0898
H 2.000200 -1.153900 3.240700 0.1 0.0 0.0 0.0589
H 2.228200 -3.549700 3.856700 0.1 0.0 0.0 0.1078
H 0.225000 -4.832700 4.521200 0.0 -0.1 0.1 0.1021
H -1.961500 -3.701800 4.711100 0.0 0.0 0.1 0.1102
H -2.168100 -1.314500 4.167600 0.0 0.0 0.1 0.1003
H -0.357900 1.764100 5.696900 0.0 0.0 0.1 0.1001
H -2.270000 2.640500 7.037800 0.0 0.0 0.1 0.1055
H -4.546600 2.588900 6.081600 -0.1 0.1 0.1 0.1039
H -4.918800 1.682100 3.810100 -0.1 0.0 0.0 0.1094
H -2.987200 0.824000 2.497700 -0.1 0.1 -0.1 0.0932
S 0.917100 2.685100 -4.577200 0.1 -0.1 0.0 0.6886
C 0.101400 3.187500 -3.186800 0.2 0.1 -0.4 -0.6125
C -0.293100 2.420300 -2.106500 0.0 0.7 0.2 -0.2079
C -0.202200 1.053500 -1.952300 -0.4 -1.3 0.2 -0.2092
C 0.018200 -0.107300 -2.731000 0.2 -0.2 -0.4 -0.1839
C 0.257400 -2.134500 -3.691900 -0.1 0.1 -0.1 -0.1067
C 0.346300 -3.264800 -4.499200 0.1 -0.2 0.0 0.0075
C 0.498200 -4.512500 -3.924900 -0.1 0.3 0.0 -0.0533
C 0.502000 -4.640500 -2.528700 -0.1 0.1 0.4 -0.0612
C 0.372800 -3.533600 -1.732800 0.0 -0.6 -0.1 -0.0537
N 0.280400 -2.300000 -2.297900 0.1 -0.6 -0.1 0.0240
H -0.093100 4.251600 -3.155100 -0.3 0.1 0.3 0.0293
H -0.674900 2.976500 -1.257800 -0.1 0.0 0.1 0.0943
H 0.281100 -3.150200 -5.570200 0.0 0.0 0.0 0.1144
H 0.588900 -5.395500 -4.538000 0.0 0.0 -0.1 0.1070
H 0.576400 -5.617800 -2.079600 0.0 0.0 0.1 0.1064
H 0.307500 -3.567600 -0.656800 0.1 0.1 0.0 0.1095
F 0.804900 1.482500 -9.951800 0.2 0.0 0.1 0.1350
C -0.297400 0.902000 -9.439400 0.0 0.0 -0.5 -0.5814
F -1.320700 1.724500 -9.717400 -0.1 0.1 0.2 0.1335
F -0.502500 -0.208500 -10.187400 0.0 -0.1 0.1 0.1255
C -0.163300 0.566700 -7.986700 -0.2 0.1 0.0 -0.1239
C -1.097700 1.024500 -7.065300 0.2 -0.1 -0.4 -0.0125
C -0.998000 0.634600 -5.745300 0.1 -0.2 0.2 -0.0646
C 0.002000 -0.252600 -5.339900 -0.1 0.0 -0.4 -0.2221
C 0.945800 -0.686700 -6.278400 -0.2 0.1 0.0 -0.0285
C 0.879800 -0.263500 -7.587900 -0.2 0.1 -0.1 -0.0031
C 0.079000 -0.756600 -3.983200 0.0 0.5 0.6 -0.0711
C 0.166900 -1.095500 -1.710100 -0.1 0.7 -0.2 -0.2134
H -1.894400 1.676500 -7.393400 0.0 0.0 0.1 0.1223
H -1.714300 0.992900 -5.023000 -0.1 0.0 0.1 0.1223
H 1.747800 -1.337900 -5.965000 0.1 0.0 0.0 0.1194
H 1.623800 -0.573900 -8.307900 0.0 -0.1 0.0 0.1245
C -2.737400 -3.110700 0.018400 0.4 0.9 0.4 -0.0952
S -2.100600 -1.652700 0.884300 -2.1 -1.9 0.2 0.4259
O -2.955500 -1.458700 2.026000 0.0 0.0 -0.3 -0.2991
O -0.698800 -1.953400 1.186800 0.6 0.2 -0.7 -0.3923
O -2.178900 -0.542000 -0.089900 0.5 0.6 -0.3 -0.4166
H -2.680100 -3.943000 0.706200 0.0 -0.2 0.2 0.0685
H -2.120900 -3.283300 -0.852600 0.1 -0.1 -0.2 0.0399
H -3.763600 -2.919400 -0.261300 -0.2 0.1 -0.1 0.0686
```
Positions in Å, forces in eV/Å.

Kohn-Sham gap (alpha / beta): 5.71 / 4.76 eV
Relative energy (zero: lowest compared OMol25 entry of this formula, charge and spin): 86.7 kcal per mole
HOMO (alpha / beta): -5.4448 / -6.9436 eV
<S²>: 6.0462
2S+1: 5
DFT total energy: -136481.014 eV

Entry 4:
Below is C18H32N2O6 in the gas phase, with properties calculated with wB97M-V/def2-TZVPD.

```
58
Properties=species:S:1:pos:R:3:forces:R:3:lowdin_charge:R:1
C -5.249655 4.584064 3.872701 0.0 0.0 0.0 -0.0672
C -4.694535 5.463210 2.780470 0.0 0.0 0.0 -0.2100
O -3.510115 4.815636 2.263265 0.0 0.0 0.0 -0.0176
C -2.887503 5.463137 1.265724 0.0 0.0 0.1 -0.4764
O -3.249519 6.518428 0.822839 0.0 0.0 0.0 0.1230
C -1.639571 4.750918 0.796282 0.0 0.0 0.0 -0.0604
N -1.495279 3.415825 1.323108 0.1 0.0 0.0 0.0855
C -0.887614 2.435854 0.604635 -0.1 0.0 0.0 -0.4380
O -0.405188 2.657244 -0.496285 0.0 0.0 0.0 0.0631
C -0.868527 1.066263 1.258829 0.0 0.0 0.0 -0.2221
C 0.562026 0.608692 1.608797 0.0 0.0 0.0 -0.1290
C 1.664142 0.730029 0.552054 0.0 0.0 0.0 -0.1558
C 1.328395 0.150136 -0.830584 -0.1 0.0 0.0 -0.1413
N 0.283809 -0.868401 -0.816971 0.0 0.0 0.1 -0.0296
C 0.451395 -2.145954 -0.368033 0.0 0.0 0.0 -0.4106
O -0.489535 -2.876330 -0.118598 0.0 0.0 0.0 0.0912
C 1.891115 -2.646685 -0.268781 0.0 0.0 0.0 -0.2446
O 1.933178 -3.707062 0.654830 0.0 0.1 0.1 0.0126
C 2.421087 -3.064382 -1.655665 0.0 0.0 0.0 -0.2818
O 3.690945 -3.684182 -1.467645 0.0 0.0 0.0 -0.1585
C 4.764074 -2.769967 -1.387285 0.0 0.0 0.0 -0.0811
C 1.526882 -4.001569 -2.472267 0.1 0.0 0.0 -0.3516
C 1.291894 -5.363707 -1.822432 0.0 0.0 0.0 -0.0501
C 2.118390 -4.163292 -3.872113 0.0 0.0 0.0 -0.0634
C -1.087155 -0.371444 -0.909577 0.0 0.0 0.0 -0.1294
C -1.666654 0.035110 0.441459 0.0 0.0 0.0 -0.1124
H -6.148249 5.041060 4.287158 0.0 0.0 0.0 0.0810
H -5.513350 3.600503 3.484760 0.0 0.0 0.0 0.0799
H -4.526784 4.459372 4.678658 0.0 0.0 0.0 0.0791
H -5.397248 5.597167 1.958602 0.0 0.0 0.0 0.1279
H -4.413955 6.451350 3.144439 0.0 0.0 0.0 0.1273
H -1.659663 4.702466 -0.291504 0.0 0.0 0.0 0.1376
H -0.794929 5.393782 1.062512 0.0 0.0 0.0 0.1444
H -1.916331 3.202350 2.209891 0.0 0.0 0.0 0.1334
H -1.393460 1.148979 2.215300 0.0 0.0 0.0 0.1336
H 0.894949 1.173536 2.483826 0.0 0.0 0.0 0.1177
H 0.485530 -0.432965 1.933718 0.0 0.0 0.0 0.1218
H 1.943286 1.776094 0.416082 0.0 0.0 0.0 0.1107
H 2.542932 0.225455 0.964814 0.0 0.0 0.0 0.1025
H 0.950540 0.952563 -1.459514 0.0 0.0 0.0 0.1106
H 2.228609 -0.235583 -1.308301 0.0 0.0 0.0 0.1071
H 2.523248 -1.829434 0.094585 0.0 0.0 0.0 0.1221
H 2.811638 -4.098813 0.573354 0.0 -0.1 -0.1 0.1027
H 2.558110 -2.149131 -2.248662 0.0 0.0 0.0 0.1388
H 5.676091 -3.351819 -1.271387 0.0 0.0 0.0 0.0929
H 4.835545 -2.169421 -2.300277 0.0 0.0 0.0 0.0950
H 4.670305 -2.092965 -0.530650 0.0 0.0 0.0 0.0876
H 0.560965 -3.495527 -2.563168 0.0 0.0 0.0 0.1390
H 2.242235 -5.862154 -1.621570 0.0 0.0 0.0 0.0847
H 0.739325 -5.270482 -0.890975 0.0 0.0 0.0 0.0734
H 0.722209 -5.996579 -2.505668 0.0 0.0 0.0 0.0796
H 3.088154 -4.660891 -3.821984 0.0 0.0 0.0 0.0824
H 1.460506 -4.769435 -4.496094 0.0 0.0 0.0 0.0779
H 2.254651 -3.197993 -4.365542 0.0 0.0 0.0 0.0788
H -1.080518 0.474010 -1.596139 0.0 0.0 0.0 0.1187
H -1.705700 -1.164171 -1.326647 0.0 0.0 0.0 0.1253
H -1.754476 -0.866627 1.051153 0.0 0.0 0.0 0.1178
H -2.680645 0.413737 0.280465 0.0 0.0 0.0 0.1244
```
Positions in Å, forces in eV/Å.

Kohn-Sham gap: 9.57 eV
Relative energy (zero: lowest compared OMol25 entry of this formula, charge and spin): 3.9 kcal per mole
HOMO: -9.0847 eV
SMILES: CCOC(=O)CNC(=O)[C@@H]1CCCN(C(=O)[C@@H](O)[C@@H](OC)C(C)C)CC1
2S+1: 1
DFT total energy: -34451.548 eV